[1]
{
  "formula": "C17H50N12O9",
  "method": "wB97M-V/def2-TZVPD",
  "symbols": ["C", "O", "C", "C", "N", "C", "C", "O", "C", "H", "H", "H", "H", "H", "H", "H", "H", "H", "H", "H", "H", "H", "H", "H", "C", "O", "C", "C", "N", "C", "C", "O", "C", "H", "H", "H", "H", "H", "H", "H", "H", "H", "H", "H", "H", "H", "H", "H", "N", "C", "N", "O", "H", "H", "H", "H", "N", "C", "N", "O", "H", "H", "H", "H", "N", "C", "N", "O", "H", "H", "H", "H", "N", "C", "N", "O", "H", "H", "H", "H", "N", "C", "N", "O", "H", "H", "H", "H"],
  "coordinates": [[-14.73707, -19.01464, 18.69830], [-13.34727, -18.81128, 18.35546], [-13.14352, -17.40599, 18.16252], [-11.70710, -17.02899, 17.67084], [-11.49090, -15.58400, 17.56236], [-10.15670, -15.04231, 17.21392], [-10.24241, -13.58108, 16.68001], [-10.46095, -13.74157, 15.23537], [-10.83092, -12.58027, 14.62977], [-15.04861, -18.52424, 19.62055], [-14.93512, -20.07385, 18.86250], [-15.34374, -18.86131, 17.80579], [-13.32235, -16.85395, 19.08521], [-13.85182, -17.10108, 17.39217], [-11.53424, -17.40255, 16.66153], [-11.02511, -17.37530, 18.44739], [-11.62695, -15.38094, 18.54233], [-9.56314, -15.72651, 16.60757], [-9.69101, -14.96510, 18.19640], [-9.34696, -13.03002, 16.96744], [-11.01009, -12.97019, 17.15498], [-10.94599, -12.77345, 13.56322], [-10.09470, -11.77770, 14.67392], [-11.68099, -12.05201, 15.06151], [-18.31797, -7.86814, 27.77871], [-17.66145, -9.12245, 27.57096], [-16.48814, -8.85364, 26.78423], [-15.76757, -10.23071, 26.60136], [-16.60529, -11.30603, 26.13913], [-17.10957, -11.08792, 24.73347], [-17.50041, -12.31462, 24.02854], [-18.85099, -12.63433, 24.36082], [-19.29597, -13.74721, 23.64654], [-18.64043, -7.44537, 26.82719], [-17.69383, -7.07491, 28.19020], [-19.22002, -7.90474, 28.38949], [-15.76278, -8.20269, 27.27231], [-16.75976, -8.31679, 25.87532], [-15.60886, -10.48417, 27.64953], [-14.81742, -10.18681, 26.06901], [-17.50122, -11.28416, 26.60489], [-16.35254, -10.71110, 24.04572], [-17.91044, -10.34981, 24.68986], [-16.81799, -13.11871, 24.30394], [-17.44477, -12.10745, 22.95985], [-20.30646, -13.88813, 24.03016], [-18.68451, -14.63785, 23.79138], [-19.46604, -13.55981, 22.58631], [-5.21279, -6.23672, 17.01312], [-5.67715, -5.15318, 16.48879], [-6.41954, -4.48231, 17.30927], [-5.32474, -4.71692, 15.45090], [-4.45597, -6.74290, 16.57595], [-5.41060, -6.45317, 17.97960], [-6.55575, -4.81484, 18.25318], [-6.86281, -3.62597, 17.00881], [-10.09032, -16.50911, 24.15853], [-10.90243, -15.48358, 24.26690], [-11.48921, -15.52694, 25.43703], [-11.12181, -14.60604, 23.40512], [-9.99659, -17.08310, 24.98427], [-9.37454, -16.46239, 23.44750], [-12.21696, -14.83160, 25.52055], [-11.30830, -16.17319, 26.19184], [-0.00449, -11.12022, 22.42398], [-0.76039, -10.42711, 21.68293], [-0.82680, -9.21385, 22.14832], [-1.43623, -10.85728, 20.73031], [0.66437, -10.60823, 22.98128], [0.23824, -12.07187, 22.18832], [-0.18634, -8.92492, 22.87389], [-1.53452, -8.71053, 21.63266], [-8.79052, -9.88413, 22.62352], [-7.52501, -9.80362, 22.27543], [-7.02995, -10.98335, 22.24487], [-6.93795, -8.76790, 22.15947], [-9.23137, -10.79283, 22.62022], [-9.32163, -9.05379, 22.84389], [-6.08180, -11.05448, 21.90423], [-7.58986, -11.82328, 22.27847], [-11.07388, -2.46509, 23.51700], [-10.52959, -3.54764, 23.24084], [-9.26386, -3.35530, 22.95481], [-11.12235, -4.60560, 23.22901], [-10.53972, -1.61252, 23.42813], [-11.96457, -2.43627, 23.99235], [-8.73287, -4.21081, 22.87558], [-8.84597, -2.47886, 23.23288]],
  "forces_ev_per_a": [[0.8, -1.2, -0.7], [-0.5, 0.5, 0.7], [0.6, 0.3, -1.0], [0.1, -0.3, -0.5], [-1.5, 0.1, 0.4], [-0.9, 0.6, 1.6], [0.0, -1.9, -1.3], [0.6, -0.3, 2.5], [0.1, 1.8, -1.1], [0.0, 0.6, -0.3], [0.7, -0.2, 0.2], [-0.3, 0.9, 0.2], [-0.2, 0.0, 0.2], [-0.1, 0.5, 0.0], [0.2, -0.8, 0.3], [0.4, -0.9, -0.3], [-0.1, 1.2, 0.0], [-0.2, 0.3, -0.3], [0.9, 0.0, -0.1], [0.6, -0.1, -0.7], [-0.7, -0.5, -0.1], [-0.4, -0.1, 0.1], [0.8, 0.0, 0.1], [-0.8, -0.6, 0.0], [-0.4, 0.3, -0.5], [0.4, 1.5, 0.1], [0.5, -1.1, -0.4], [-1.3, 0.8, 1.4], [-1.0, -0.1, -2.7], [1.4, 0.8, 0.5], [-1.2, -0.5, 0.0], [1.0, 0.0, -0.1], [-1.4, 0.0, 0.3], [-0.1, -0.1, -0.4], [0.5, -0.3, 0.4], [0.2, -0.7, 0.1], [-0.1, 0.2, 0.5], [-0.2, -0.3, -0.4], [0.7, -0.1, 0.1], [-0.2, 0.1, -0.1], [0.2, -0.1, 1.0], [0.7, 0.5, 0.6], [-0.2, 0.0, 0.1], [0.0, -0.3, -0.1], [0.0, -0.3, -0.3], [0.0, -0.6, 0.1], [0.1, -0.1, 0.0], [0.5, 0.2, -0.3], [1.8, -4.8, 2.0], [1.0, 1.0, -0.1], [-3.4, 2.5, 3.1], [0.8, 1.2, -4.4], [-0.3, 0.3, 0.0], [0.2, -0.2, -0.4], [-0.3, 0.4, -0.3], [0.2, -0.3, 0.1], [2.4, -2.0, -1.3], [-0.4, 2.1, -2.3], [-2.8, 1.6, 2.6], [0.5, -1.2, 1.1], [0.5, -0.1, -0.6], [-0.1, -0.4, 0.3], [0.0, -0.3, 0.5], [-0.1, 0.3, -0.4], [4.6, -4.6, 3.2], [-3.6, -0.7, -3.9], [-1.1, 3.4, -0.3], [0.6, 0.5, 0.7], [0.0, -0.7, 0.1], [-0.1, 0.3, -0.1], [-0.8, 0.7, -0.4], [0.5, 1.0, 0.7], [-3.9, 0.4, 0.7], [-1.5, 2.1, 1.1], [3.8, -4.9, -1.1], [1.6, 2.1, -0.7], [-0.3, 0.6, 0.2], [0.1, -0.3, -0.2], [-0.2, -0.3, 0.1], [0.3, 0.3, 0.0], [-4.4, 7.5, 2.2], [0.4, -4.8, -0.8], [3.7, -0.9, -1.1], [-0.2, -1.6, 0.0], [-0.6, 0.0, 0.3], [0.2, 0.0, -0.4], [0.4, 0.5, -0.1], [0.4, -0.7, -0.1]],
  "lowdin_charge": [-0.1089, -0.1915, -0.2183, -0.2021, -0.0899, -0.1767, -0.1679, -0.1753, -0.1815, 0.0870, 0.0786, 0.0845, 0.1153, 0.1158, 0.1206, 0.1125, 0.0911, 0.1216, 0.1041, 0.1112, 0.1140, 0.0913, 0.0798, 0.0847, -0.1173, -0.1822, -0.2219, -0.2080, -0.0419, -0.2104, -0.2494, -0.1803, -0.1386, 0.0801, 0.0820, 0.0860, 0.1134, 0.1103, 0.1105, 0.1189, 0.0972, 0.1195, 0.1241, 0.1277, 0.1215, 0.0872, 0.0881, 0.0836, 0.1651, -0.8525, 0.1596, 0.0661, 0.1239, 0.1088, 0.1073, 0.1217, 0.1529, -0.7504, 0.1483, -0.0083, 0.1058, 0.1192, 0.1202, 0.1121, 0.1610, -0.8019, 0.1559, 0.0034, 0.1125, 0.1294, 0.1131, 0.1265, 0.1537, -0.8261, 0.1624, 0.0468, 0.1041, 0.1193, 0.1253, 0.1145, 0.1663, -0.8431, 0.1579, 0.0383, 0.1183, 0.1361, 0.1206, 0.1058],
  "smiles": "COCCNCCOC.COCCNCCOC.NC(N)=O.NC(N)=O.NC(N)=O.NC(N)=O.NC(N)=O",
  "e_tot_ha": -2011.8707,
  "de_lowest_ev": 6.3580,
  "gap_ev": 8.88
}


[2]
{
  "formula": "C19H22N4O3S2",
  "method": "wB97M-V/def2-TZVPD",
  "symbols": ["C", "N", "C", "C", "C", "N", "C", "C", "C", "C", "C", "C", "C", "S", "O", "O", "C", "C", "C", "C", "C", "C", "C", "C", "O", "N", "N", "S", "H", "H", "H", "H", "H", "H", "H", "H", "H", "H", "H", "H", "H", "H", "H", "H", "H", "H", "H", "H", "H", "H"],
  "coordinates": [[-0.20092, 4.74492, -4.03986], [0.08289, 4.21658, -2.72043], [0.74164, 5.21697, -1.90299], [0.83950, 2.97684, -2.77879], [0.58683, 2.12907, -1.52412], [1.42337, 0.95502, -1.49964], [1.09982, -0.18984, -2.33382], [0.04821, -1.07290, -1.71513], [0.42856, -2.20014, -0.99659], [-0.51748, -2.97431, -0.34804], [-1.85683, -2.62896, -0.40946], [-2.24769, -1.52178, -1.14225], [-1.30150, -0.75195, -1.79708], [2.25173, 0.64190, -0.10757], [2.68401, 1.89573, 0.43128], [3.22207, -0.37228, -0.38190], [1.08609, -0.06253, 1.04799], [-0.18638, 0.33286, 1.33814], [-0.80992, -0.51230, 2.27015], [0.00430, -1.53806, 2.68320], [-0.28340, -2.61226, 3.60327], [-1.54732, -2.74130, 4.26936], [-1.75071, -3.77619, 5.11135], [-0.70554, -4.75851, 5.35080], [-0.76529, -5.72686, 6.07859], [0.45029, -4.48805, 4.63025], [0.66566, -3.48544, 3.80452], [1.56442, -1.45368, 1.92361], [-0.80784, 5.64288, -3.93449], [0.70874, 5.00387, -4.60312], [-0.76884, 4.01118, -4.61016], [0.95221, 4.81076, -0.91707], [0.07767, 6.07305, -1.79124], [1.68877, 5.56077, -2.34611], [1.92354, 3.14900, -2.87405], [0.50908, 2.41618, -3.65647], [-0.47740, 1.87476, -1.46581], [0.86184, 2.70212, -0.63931], [0.77761, 0.18277, -3.30835], [2.03177, -0.74571, -2.45228], [1.47501, -2.46200, -0.94274], [-0.20732, -3.84507, 0.21026], [-2.59484, -3.22798, 0.10317], [-3.29308, -1.25840, -1.20886], [-1.61812, 0.09776, -2.38478], [-0.65896, 1.19072, 0.89743], [-1.81878, -0.36339, 2.60875], [-2.31891, -2.00957, 4.08953], [-2.68157, -3.91976, 5.63775], [1.23303, -5.12652, 4.74309]],
  "forces_ev_per_a": [[-0.1, 0.0, 0.1], [0.0, -0.2, -0.1], [-0.1, 0.0, 0.0], [-0.1, -0.1, 0.2], [-0.2, 0.6, -0.1], [0.8, -0.1, 0.8], [0.1, -0.5, -0.1], [-0.1, -0.2, -0.2], [-0.1, 0.0, -0.2], [0.0, 0.0, 0.0], [0.0, -0.1, 0.0], [-0.1, 0.1, 0.0], [0.0, 0.0, 0.0], [-0.3, 0.4, 0.2], [-0.2, 0.1, -0.1], [-0.1, -0.3, -0.1], [0.4, 0.0, -0.2], [0.4, 0.2, -0.3], [0.3, -0.5, 0.3], [0.5, 0.7, -0.6], [0.2, -0.8, 0.5], [0.1, -0.3, 0.2], [0.0, 0.2, -0.1], [0.1, 0.1, -0.1], [-0.1, -0.2, 0.2], [0.0, -0.4, 0.3], [0.0, 0.7, -0.6], [-0.4, 0.0, 0.3], [0.0, 0.1, -0.1], [0.0, 0.0, 0.0], [0.0, 0.0, -0.1], [0.0, 0.1, 0.1], [0.0, 0.1, 0.1], [0.0, 0.0, 0.0], [0.0, 0.0, -0.1], [0.1, 0.0, 0.0], [0.1, 0.0, 0.0], [-0.2, 0.1, -0.1], [0.1, 0.0, 0.1], [-0.2, 0.0, -0.2], [0.1, 0.0, 0.0], [0.0, -0.1, 0.1], [-0.1, -0.1, 0.0], [-0.1, 0.0, 0.0], [0.0, 0.1, -0.1], [-0.1, 0.2, -0.1], [-0.2, 0.0, 0.1], [-0.1, 0.1, 0.0], [-0.1, 0.0, 0.0], [-0.3, 0.1, 0.0]],
  "nbo_charge": [-0.4061, -0.4385, -0.4141, -0.2245, -0.2364, -0.6801, -0.2415, -0.0647, -0.2118, -0.1970, -0.2163, -0.2277, -0.1708, 2.3529, -0.9282, -0.9396, -0.5330, -0.2289, -0.2318, -0.2136, 0.0856, -0.1651, -0.2492, 0.5762, -0.6027, -0.3656, -0.1728, 0.5531, 0.2010, 0.1642, 0.1972, 0.2024, 0.2013, 0.1664, 0.1805, 0.1904, 0.1914, 0.2361, 0.2140, 0.2394, 0.2296, 0.2176, 0.2140, 0.2134, 0.2013, 0.2356, 0.2237, 0.2232, 0.2369, 0.4123],
  "smiles": "CN(C)CCN(Cc1ccccc1)S(=O)(=O)c1ccc(-c2ccc(=O)[nH]n2)s1",
  "e_tot_ha": -1978.2900,
  "de_lowest_ev": 2.6236,
  "gap_ev": 8.07
}


[3]
{
  "formula": "C30H31B2F4O4",
  "method": "wB97M-V/def2-TZVPD",
  "symbols": ["C", "C", "C", "C", "O", "B", "B", "O", "O", "C", "C", "O", "H", "H", "H", "H", "H", "H", "H", "H", "H", "H", "H", "F", "C", "C", "C", "C", "C", "C", "H", "H", "H", "H", "H", "F", "C", "C", "C", "C", "C", "C", "H", "H", "H", "H", "H", "F", "C", "C", "C", "C", "C", "C", "H", "H", "H", "H", "H", "F", "C", "C", "C", "C", "C", "C", "H", "H", "H", "H", "H"],
  "coordinates": [[-1.05866, -5.58594, -2.38767], [-0.57414, -4.24623, -2.48468], [-0.18027, -2.63936, -2.73051], [-0.12474, -2.10965, -4.30394], [-1.30992, -1.23331, -4.58492], [-2.15089, -1.50067, -3.39663], [-3.65124, -2.16271, -3.57644], [-4.81748, -1.35139, -3.07770], [-3.96663, -3.48926, -4.14337], [-3.06044, -3.85193, -5.24957], [-3.70051, -5.24746, -5.91031], [-1.39163, -1.98089, -2.19425], [-1.75858, -6.53174, -2.58940], [0.66502, -2.22637, -2.03392], [0.75297, -1.30444, -4.35158], [-0.05693, -3.03471, -5.02745], [-2.40975, -0.38593, -3.04394], [-4.80126, -1.55583, -2.07636], [-1.96456, -4.12569, -4.90022], [-2.97496, -3.04750, -6.09602], [-4.87132, -5.23660, -5.83100], [-3.42550, -5.26707, -7.04752], [-3.29400, -6.17602, -5.31254], [-3.21291, 5.41964, -0.82955], [-2.60659, 4.36649, -1.39334], [-1.40661, 3.90389, -0.86447], [-0.77757, 2.80418, -1.44802], [-1.35068, 2.18551, -2.56184], [-2.55280, 2.66042, -3.08842], [-3.18717, 3.75305, -2.49784], [-0.97215, 4.40228, -0.00406], [0.15690, 2.42997, -1.03732], [-0.85742, 1.33058, -3.01940], [-2.99484, 2.17985, -3.95788], [-4.12658, 4.12967, -2.88873], [1.52969, 1.72321, 0.86677], [1.51482, 2.46584, 1.98162], [0.51215, 2.26529, 2.92400], [0.49923, 3.03476, 4.08733], [1.48396, 4.00475, 4.29034], [2.48325, 4.20199, 3.33617], [2.50230, 3.42475, 2.17833], [-0.24918, 1.51302, 2.74531], [-0.27588, 2.88035, 4.83387], [1.47091, 4.60774, 5.19576], [3.24624, 4.96035, 3.49445], [3.27683, 3.55866, 1.43047], [2.60071, -3.47896, -1.11561], [3.75745, -2.99483, -1.58698], [4.49362, -3.74608, -2.49655], [5.69553, -3.24012, -2.99153], [6.15368, -1.99199, -2.56254], [5.41008, -1.24775, -1.64544], [4.20285, -1.74903, -1.15928], [4.12613, -4.71713, -2.81194], [6.27465, -3.81623, -3.70894], [7.09340, -1.59972, -2.94547], [5.77071, -0.27839, -1.30988], [3.60777, -1.17992, -0.45279], [-0.23376, 0.68021, 6.36668], [-0.24863, 1.42284, 7.48153], [-1.25130, 1.22228, 8.42391], [-1.26422, 1.99175, 9.58724], [-0.27949, 2.96174, 9.79025], [0.71980, 3.15898, 8.83608], [0.73884, 2.38175, 7.67825], [-2.01263, 0.47002, 8.24522], [-2.03933, 1.83734, 10.33378], [-0.29254, 3.56474, 10.69567], [1.48278, 3.91734, 8.99436], [1.51337, 2.51565, 6.93038]],
  "forces_ev_per_a": [[2.5, 9.1, -1.6], [-3.0, -8.8, -0.3], [-2.6, 0.5, 1.5], [0.4, 1.1, 0.0], [2.9, -3.3, 0.9], [-0.5, 2.5, 0.8], [-2.5, -1.6, -0.4], [1.4, -2.8, 1.6], [1.2, 2.2, -1.0], [-0.1, -1.8, -0.6], [0.1, 0.8, 0.3], [2.7, -1.3, -1.6], [2.0, 2.8, 0.8], [-1.2, -1.5, -1.6], [-1.3, -2.3, -0.2], [0.1, 1.9, 1.2], [-0.6, 0.9, 0.3], [-0.1, 0.8, -2.3], [-2.3, 0.7, -0.4], [-0.4, -1.3, 1.8], [2.3, 0.1, -0.1], [-0.3, -0.3, 2.1], [-0.8, 1.8, -1.4], [-0.3, 0.5, 0.3], [0.7, -1.1, -0.6], [-0.1, 0.1, 0.1], [-0.4, 0.1, -0.4], [0.2, 0.0, 0.0], [0.2, 0.2, 0.3], [0.0, 0.1, 0.0], [-0.1, 0.0, 0.0], [-0.2, 0.1, -0.1], [-0.2, 0.1, 0.1], [0.1, 0.0, 0.2], [0.1, 0.0, 0.1], [0.1, -0.1, 0.0], [0.0, 0.5, 0.8], [0.0, -0.1, 0.0], [0.4, 0.2, -0.3], [0.0, -0.1, 0.0], [-0.3, -0.3, 0.0], [0.0, 0.0, -0.1], [0.1, 0.1, 0.0], [0.1, 0.0, -0.2], [0.0, -0.1, -0.2], [-0.1, -0.2, -0.1], [-0.1, 0.0, 0.0], [0.1, 0.0, 0.0], [0.6, 0.3, -0.3], [0.0, -0.1, 0.0], [-0.2, 0.3, 0.3], [0.0, -0.1, 0.0], [-0.1, -0.4, -0.2], [0.0, 0.0, 0.1], [0.0, 0.1, 0.0], [-0.1, 0.1, 0.1], [-0.2, -0.1, 0.1], [-0.1, -0.2, -0.1], [0.0, -0.1, -0.1], [0.0, -0.1, -0.1], [0.0, 0.5, 0.8], [0.0, 0.0, 0.0], [0.4, 0.2, -0.3], [0.0, 0.0, 0.0], [-0.4, -0.3, 0.0], [0.0, 0.0, -0.1], [0.1, 0.1, 0.0], [0.1, 0.0, -0.2], [0.0, -0.1, -0.2], [-0.1, -0.2, -0.1], [-0.1, -0.1, 0.0]],
  "lowdin_charge": [0.0069, -0.0013, -0.2360, -0.1202, -0.1015, -0.7391, -0.3310, -0.0175, -0.0511, -0.2314, -0.1061, -0.0966, 0.0362, 0.1354, 0.1342, 0.1178, 0.0828, 0.1123, 0.1031, 0.1328, 0.0751, 0.0640, 0.0668, 0.0434, -0.3073, -0.0321, -0.0752, -0.0771, -0.0668, -0.0245, 0.1046, 0.0864, 0.1012, 0.1133, 0.1088, 0.0613, -0.2855, -0.0006, -0.0860, -0.1093, -0.0890, -0.0195, 0.1247, 0.0968, 0.0960, 0.1013, 0.1144, 0.0614, -0.2842, -0.0141, -0.0902, -0.1093, -0.0896, -0.0136, 0.1175, 0.1005, 0.0951, 0.1012, 0.1155, 0.0655, -0.2908, -0.0156, -0.0857, -0.1028, -0.0829, -0.0230, 0.1168, 0.1032, 0.0982, 0.1038, 0.1080],
  "charge": -1,
  "e_tot_ha": -1911.7608,
  "de_lowest_ev": 5.2419,
  "gap_ev": 5.51
}